Formula: C8H18N3P
Source: OMol25
Level of theory: ωB97M-V/def2-TZVPD

XYZ file:
```
30
C8H18N3P | OMol25 | ωB97M-V/def2-TZVPD
C -1.60001 -2.22764 0.13671
N -1.20316 -1.33871 0.93388
C -1.62608 0.06891 0.65223
C -3.11130 0.19566 1.06706
C -0.67771 0.98607 1.49310
C 0.68280 1.40889 0.82149
N 1.51086 0.24538 0.75024
C 2.23151 -0.13949 1.97937
P 1.86297 -0.66437 -0.65790
N 1.04664 0.17155 -1.96641
C 1.79486 0.83167 -3.07911
C 1.04148 -0.45659 -3.30719
H -1.51808 -3.29643 0.26536
H -2.18525 -2.06623 -0.79520
H -1.64015 0.42408 -0.47778
H -3.72992 -0.74582 0.79311
H -3.50866 1.20199 0.78231
H -3.12984 0.43390 2.16932
H -0.45278 0.44906 2.42237
H -1.22938 1.88746 1.79166
H 0.50623 1.96076 -0.23424
H 1.19528 2.06218 1.48839
H 1.54444 -0.52360 2.78237
H 2.82603 -0.98958 1.75254
H 2.66492 0.68793 2.54361
H 0.73802 -1.50730 -0.44539
H 2.84914 0.87107 -3.14365
H 1.36885 1.80171 -3.34749
H 0.12983 -0.46766 -3.75308
H 1.61848 -1.26483 -3.41769
```

Summary:
Relative energy (zero: lowest compared OMol25 entry of this formula, charge and spin) = 28.9 kcal per mole
E = -22343.086 eV
HOMO = -7.5 eV
LUMO = 1.028 eV
Total charge = 0